ORCA calculation (ωB97M-V/def2-TZVPD) on C10H13CeNO as an isolated structure at a distorted geometry.

Structure (XYZ):
```
26
Properties=species:S:1:pos:R:3:forces:R:3
C -2.16731 -0.07330 0.44901 -0.3 -0.4 1.0
C -1.24209 0.96160 0.80978 -0.7 -1.3 1.2
C -0.47190 0.48884 1.92156 -1.5 -0.2 0.1
C -0.91748 -0.83458 2.24820 -0.9 0.6 -0.3
C -1.96867 -1.20681 1.33867 0.2 2.1 0.1
Ce 0.26494 -1.07528 -0.05681 1.9 -0.3 -1.3
C -0.02799 2.15974 -2.28968 0.5 1.3 2.7
C -0.90487 2.20615 -3.29223 -1.0 -0.6 -1.4
C -1.44658 1.24473 -4.05767 0.1 -0.1 0.2
N -0.20000 -2.37450 -1.34437 -0.6 -0.8 -1.9
H 0.29419 1.03579 2.44193 0.1 0.0 0.0
H -1.20732 1.93741 0.37421 0.2 0.2 -0.3
H -0.55986 -1.43984 3.07418 0.1 0.0 -0.2
H -2.56234 -2.10970 1.36233 0.2 0.0 -0.1
H -2.97369 0.01030 -0.30395 0.9 -0.1 0.4
H -0.26361 2.80980 -1.39171 0.7 -0.8 -0.9
H -0.52398 -2.67768 -2.30930 0.4 0.3 1.5
H 0.91834 1.60138 -2.24566 0.1 0.2 -0.3
H -2.08351 1.27531 -4.94535 0.4 0.4 0.2
H -1.23111 0.26967 -3.62526 -0.5 -0.6 -0.2
C 3.47041 -0.39549 2.23836 0.3 -0.3 -0.2
C 2.38413 -0.99522 1.39518 -1.9 1.1 -1.1
O 2.29858 -2.12913 0.89332 1.1 -0.1 0.8
H 3.32173 0.70453 2.18498 0.3 -0.7 0.2
H 4.47060 -0.66275 1.84444 -0.2 0.0 0.4
H 3.32939 -0.73097 3.28583 0.2 0.1 -0.4
```
Positions in Å, forces in eV/Å.

Calculated values
Orbital gap (spin up / spin down)   3.8683 / 6.2231 eV
Net charge   -1
2S+1   2

Taken from the Löwdin analysis, the atomic charges in e are:
1. C -0.1787
2. C -0.1914
3. C -0.2265
4. C -0.2303
5. C -0.1970
6. Ce 1.0738
7. C -0.2094
8. C -0.3408
9. C -0.1578
10. N -0.3647
11. H 0.0936
12. H 0.0801
13. H 0.1046
14. H 0.0986
15. H 0.1192
16. H 0.0152
17. H -0.0254
18. H -0.0037
19. H -0.0036
20. H 0.0006
21. C -0.1004
22. C -0.4198
23. O -0.1564
24. H 0.0669
25. H 0.0732
26. H 0.0801

=====

ORCA calculation (ωB97M-V/def2-TZVPD) on one molecule with the formula C10H13ClFNO3S at a distorted geometry.

Structure (XYZ):
```
30
Properties=species:S:1:pos:R:3:forces:R:3
O 1.54823 -0.22102 2.75330 1.5 -0.2 -2.2
S 1.84145 -1.27981 1.79945 -1.9 0.0 3.9
O 1.34492 -2.53326 2.32375 1.2 0.5 -2.1
F 3.47863 -1.39607 1.62002 -2.1 0.3 -0.3
N 1.17874 -0.88085 0.29663 1.2 -0.8 -0.3
C 2.13345 -0.16999 -0.59561 0.0 1.8 -0.4
C 2.36408 1.32910 -0.09556 -0.4 0.4 -0.6
C 1.42646 2.32016 -0.91879 0.2 -1.2 0.5
Cl 1.23746 3.92621 -0.06063 0.2 -0.9 -0.6
C 0.50072 -2.02954 -0.35687 1.1 -2.0 0.0
O -0.79285 -2.31040 0.15513 0.3 1.6 -0.3
C -1.65024 -1.20988 0.05403 -2.9 2.6 -0.9
C -1.65895 -0.08867 1.00050 -0.1 -0.4 -0.5
C -2.56284 1.04508 0.91695 -0.5 -1.5 -1.7
C -3.56687 1.09999 -0.15519 2.0 -2.1 0.3
C -3.58698 -0.00982 -1.12668 1.0 0.5 1.8
C -2.65294 -1.14307 -1.02638 0.0 1.3 1.0
H 1.62891 -0.06467 -1.59827 0.5 -0.5 1.0
H 3.10389 -0.71468 -0.73030 -0.9 0.4 0.2
H 2.08244 1.47217 0.97883 0.6 -0.4 -0.9
H 3.42641 1.61098 -0.30043 -0.8 -0.2 0.5
H 0.40257 1.85078 -0.96663 1.0 0.7 -0.1
H 1.87772 2.46866 -1.93148 -0.7 0.2 0.9
H 0.53374 -1.92169 -1.47831 -0.3 0.5 1.1
H 1.12373 -2.94741 -0.13718 -1.0 0.7 -0.2
H -0.90837 -0.11637 1.83398 -0.9 0.1 -0.9
H -2.48336 1.86410 1.67599 -0.1 -0.9 -0.8
H -4.26220 1.96670 -0.20897 0.6 -0.9 -0.1
H -4.36855 0.03478 -1.92638 1.0 -0.3 0.7
H -2.73940 -1.95153 -1.79491 0.2 0.7 0.9
```
Positions in Å, forces in eV/Å.

Calculated values
Orbital gap   9.5621 eV
Energy relative to the best compared isomer or geometry (same formula, charge and spin)   0.000 eV
SMILES string   O=S(=O)(F)N(CCCCl)COc1ccccc1

Taken from the Löwdin analysis, the atomic charges in e are:
1. O -0.2704
2. S 0.7042
3. O -0.2443
4. F -0.1791
5. N -0.1920
6. C -0.1938
7. C -0.2213
8. C -0.5669
9. Cl 0.4947
10. C -0.2074
11. O -0.0513
12. C -0.2399
13. C -0.0125
14. C -0.0713
15. C -0.0786
16. C -0.0796
17. C -0.0036
18. H 0.1273
19. H 0.1237
20. H 0.0892
21. H 0.1149
22. H 0.0751
23. H 0.0807
24. H 0.1515
25. H 0.1463
26. H 0.1012
27. H 0.1054
28. H 0.0938
29. H 0.0953
30. H 0.1086

=====

ORCA calculation (ωB97M-V/def2-TZVPD) on an isolated ion of composition C10H13ClN2 and charge +2 at a distorted geometry.

Structure (XYZ):
```
26
Properties=species:S:1:pos:R:3:forces:R:3
Cl -0.19509 2.77809 -0.54820 -0.2 -2.1 1.2
C -0.14281 1.07203 0.02389 0.8 2.1 -1.8
N 0.98699 0.50844 0.26887 -0.1 1.3 0.0
C 2.25369 1.31743 0.42228 -0.5 1.4 -0.9
C 3.37530 0.36203 0.27991 0.3 -2.9 -0.6
C 2.76989 -0.84409 -0.56783 -0.5 1.5 0.8
C 1.37906 -0.91828 0.17029 -0.5 -0.3 -3.0
N -1.38996 0.39519 -0.06748 -0.6 0.1 1.3
C -1.84981 -0.17025 1.10367 -0.1 -1.0 0.1
C -2.90990 -1.02870 1.05863 -1.6 0.2 -0.1
C -3.72583 -1.03853 -0.08835 0.9 0.2 -0.8
C -3.38050 -0.29110 -1.21726 0.6 0.2 0.0
C -2.20688 0.42962 -1.16818 0.1 0.2 -0.6
H 2.25957 1.73270 1.39140 -0.3 0.5 1.4
H 2.21269 2.21341 -0.24246 0.2 -1.1 0.0
H 3.56723 -0.15495 1.22802 0.5 0.8 0.1
H 4.26562 0.80974 -0.14608 0.1 -0.1 0.1
H 2.60583 -0.44814 -1.55815 -0.2 -0.2 -0.6
H 3.31390 -1.81096 -0.66824 -0.4 0.8 0.6
H 0.60034 -1.33071 -0.50392 0.5 -0.5 0.9
H 1.46964 -1.33367 1.13294 -0.2 -0.7 1.2
H -1.44727 0.08054 2.08386 0.8 0.0 -0.5
H -3.27800 -1.56062 1.94456 0.4 0.4 -0.2
H -4.63327 -1.57984 -0.18272 -0.6 -0.7 0.5
H -3.95992 -0.28165 -2.16017 0.2 0.1 0.9
H -1.94052 1.09225 -1.98926 0.4 -0.3 0.1
```
Positions in Å, forces in eV/Å.

Calculated values
Orbital gap   9.2399 eV
Energy relative to the best compared isomer or geometry (same formula, charge and spin)   0.000 eV
Net charge   +2
SMILES string   ClC(=[N+]1CCCC1)[n+]1ccccc1

Taken from the Löwdin analysis, the atomic charges in e are:
1. Cl 0.8618
2. C -0.4690
3. N -0.0011
4. C -0.1186
5. C -0.1240
6. C -0.0724
7. C -0.0555
8. N -0.0235
9. C 0.0289
10. C 0.0338
11. C 0.0637
12. C 0.0355
13. C 0.0208
14. H 0.1336
15. H 0.1193
16. H 0.1309
17. H 0.1378
18. H 0.1116
19. H 0.1489
20. H 0.1454
21. H 0.1301
22. H 0.1691
23. H 0.1532
24. H 0.1343
25. H 0.1599
26. H 0.1453

=====

ORCA calculation (ωB97M-V/def2-TZVPD) on one molecule with the formula C10H13ClN2S at a distorted geometry.

Structure (XYZ):
```
27
Properties=species:S:1:pos:R:3:forces:R:3
C 1.97986 -1.43363 3.78516 0.3 0.1 -2.2
C 0.80700 -0.37887 3.86440 1.6 0.0 -1.6
S 0.93380 0.74153 2.35178 -0.4 -0.7 1.4
C -0.27053 -0.01087 1.29438 0.4 -2.1 -0.6
N -0.58590 -1.26096 1.19110 2.5 1.6 1.4
C -1.40538 -1.63867 0.12622 -2.8 -2.1 -1.2
N -0.67540 0.95605 0.42964 -0.8 2.4 -2.3
C -0.78395 0.85920 -1.01654 -0.9 0.5 1.5
C -1.76651 1.56974 -1.73912 -1.6 0.9 4.1
C -1.99716 1.47451 -3.04804 0.1 -0.6 -2.5
C -1.14319 0.69254 -3.82759 1.5 -0.2 0.1
C -0.09667 0.08592 -3.14911 0.1 -1.8 -3.0
C -0.04047 0.03478 -1.79065 3.7 -0.2 0.1
Cl 1.53403 -0.72744 -1.32338 -1.1 0.3 0.7
H 2.97220 -0.89373 3.84105 -1.1 -0.6 0.5
H 2.07495 -1.92714 2.70038 -0.8 1.0 2.4
H 1.87508 -2.24469 4.52718 0.2 0.5 -0.2
H 0.89777 0.27147 4.74191 -0.2 -0.3 -0.2
H -0.18993 -0.76161 3.68885 -0.1 -0.5 0.6
H -1.90102 -2.67053 0.33606 0.7 1.7 0.0
H -0.93888 -1.83245 -0.91362 -0.4 0.7 1.7
H -2.22319 -0.86966 0.07086 0.3 -0.8 -0.7
H -0.67518 1.92036 0.81007 0.0 -1.1 -0.6
H -2.54183 2.13073 -1.12835 1.2 -0.6 -0.6
H -2.84930 1.94718 -3.48747 -0.3 0.4 -0.1
H -1.06750 0.56696 -4.91048 -0.8 0.4 0.3
H 0.67850 -0.52843 -3.74728 -1.4 1.2 1.1
```
Positions in Å, forces in eV/Å.

Calculated values
Orbital gap   9.1697 eV
Energy relative to the best compared isomer or geometry (same formula, charge and spin)   2.342 eV
SMILES string   CCS/C(=N/C)Nc1ccccc1Cl

Taken from the Löwdin analysis, the atomic charges in e are:
1. C -0.1798
2. C -0.4606
3. S 0.9166
4. C -0.7420
5. N -0.0170
6. C -0.1955
7. N 0.0148
8. C -0.2594
9. C -0.0513
10. C -0.1019
11. C -0.0654
12. C -0.1591
13. C -0.5771
14. Cl 0.6637
15. H 0.0668
16. H 0.1007
17. H 0.0572
18. H 0.0586
19. H 0.0417
20. H 0.0990
21. H 0.0840
22. H 0.0958
23. H 0.1273
24. H 0.1418
25. H 0.1039
26. H 0.1096
27. H 0.1279